This record from OMol25 describes the ion CH4NO3 with charge +1 at a distorted geometry. The level of theory is ωB97M-V/def2-TZVPD.

The geometry in XYZ format:
```
9
Properties=species:S:1:pos:R:3:nbo_charge:R:1
C -0.976 -0.093 0.250 -0.531
N -0.152 0.773 -0.530 0.554
O 1.186 0.430 -0.477 -0.051
O 1.670 -1.008 -0.149 -0.343
O -0.536 1.876 -0.826 -0.045
H -0.828 -0.001 1.385 0.317
H -0.943 -1.090 0.019 0.278
H -2.015 0.162 0.056 0.280
H 2.594 -1.048 0.272 0.541
```

## Properties
Total charge   +1
SMILES   C[N+](=O)OO
Gap between HOMO and LUMO   9.929 eV

=====

This record from OMol25 describes a cluster of 3 separate species, CH4NO3P in total at a distorted geometry. The level of theory is ωB97M-V/def2-TZVPD.

The geometry in XYZ format:
```
10
Properties=species:S:1:pos:R:3:nbo_charge:R:1
C -0.479 0.978 0.368 -0.063
N 0.369 0.193 -0.127 -0.612
O 3.787 -1.406 0.804 -1.120
O 3.372 -0.224 -1.481 -1.110
O 3.748 1.164 0.654 -1.121
P 3.439 -0.160 0.002 2.344
H -1.521 1.043 -0.005 0.191
H -3.752 1.645 1.232 -0.948
H -0.489 1.863 0.962 0.141
H 1.378 0.363 0.072 0.297
```

## Properties
Total charge   -2
Gap between HOMO and LUMO   4.945 eV

=====

This record from OMol25 describes a cluster of 2 separate species, CH4NO3S in total at a distorted geometry. The level of theory is ωB97M-V/def2-TZVPD.

The geometry in XYZ format:
```
10
Properties=species:S:1:pos:R:3:nbo_charge:R:1
C -0.652 -0.283 -0.864 -0.871
N 2.642 -0.573 0.981 -0.024
O -2.447 1.797 -0.683 -1.070
O -0.949 1.284 1.141 -1.081
O 2.575 -1.594 1.745 -0.291
S -1.035 1.495 -0.254 1.483
H -0.458 -0.250 -1.898 0.187
H 0.207 -0.672 -0.307 0.156
H -1.483 -0.854 -0.659 0.201
H 1.600 -0.351 0.797 0.310
```

## Properties
Total charge   -1
Gap between HOMO and LUMO   5.068 eV

=====

This record from OMol25 describes a cluster of 2 separate species, CH4NO3S in total at a distorted geometry. The level of theory is ωB97M-V/def2-TZVPD.

The geometry in XYZ format:
```
10
Properties=species:S:1:pos:R:3:nbo_charge:R:1
C -0.487 0.314 0.195 -0.278
N 0.429 -0.925 -1.336 -0.322
O -0.640 -3.870 0.791 -0.989
O 0.243 -2.412 2.552 -1.014
O 0.632 0.282 -0.635 -0.401
S 0.481 -2.966 1.127 1.171
H -0.415 -0.351 1.129 0.221
H -1.350 -0.017 -0.347 0.184
H -0.486 1.436 0.455 0.156
H 1.245 -0.812 -1.950 0.273
```

## Properties
Total charge   -1
Gap between HOMO and LUMO (spin up / spin down)   5.271 / 8.727 eV

=====

This record from OMol25 describes a cluster of 2 separate species, CH4NO3S in total at a distorted geometry. The level of theory is ωB97M-V/def2-TZVPD.

The geometry in XYZ format:
```
10
Properties=species:S:1:pos:R:3:nbo_charge:R:1
C 1.284 0.681 -0.347 -0.460
N 1.137 -0.437 0.599 -0.715
O -1.730 0.476 -0.947 -0.974
O -2.238 -0.436 1.347 -0.969
O -1.747 -1.961 -0.546 -0.965
S -1.622 -0.629 0.044 2.192
H 0.719 1.562 -0.029 0.180
H 2.360 0.879 -0.422 0.167
H 0.888 0.239 -1.304 0.218
H 0.949 -0.374 1.604 0.326
```

## Properties
Total charge   -1
Gap between HOMO and LUMO (spin up / spin down)   9.063 / 7.199 eV

=====

This record from OMol25 describes the molecule CH4NOP at a distorted geometry. The level of theory is ωB97M-V/def2-TZVPD.

The geometry in XYZ format:
```
8
Properties=species:S:1:pos:R:3:nbo_charge:R:1
C 1.151 0.387 -0.542 -0.798
N -0.962 0.855 0.957 -1.200
O -0.517 -1.540 0.153 -1.052
P -0.474 0.088 -0.279 1.652
H 1.592 1.167 -1.105 0.224
H -1.411 1.779 1.059 0.403
H -1.177 -2.255 0.507 0.551
H 1.798 -0.480 -0.750 0.220
```

## Properties
Gap between HOMO and LUMO (spin up / spin down)   7.444 / 7.531 eV

=====

Relative energy (zero: lowest compared OMol25 entry of this formula, charge and spin) per entry: 125.6; 39.5; 82.6; 89.4; 52.5; 82.7 kcal per mole